A 2-piece molecular cluster, C3H8N overall. Source: the OMol25 dataset; level of theory: wB97M-V/def2-TZVPD.

**ΔE to the lowest compared entry with this formula, charge and spin**: 494.2 kJ/mol
**HOMO level (spin up / spin down)**: -15.91 / -15.92 eV
**DFT total energy**: -173.39453 Ha
**Total charge**: +1

Each line ends with the Mulliken charge.
Element x y z (Å)
C -0.29912 -0.85343 1.05050  -0.52
C 0.35328 0.29916 0.40067  0.31
C -0.24620 1.35802 -0.59996  -1.05
N 0.49001 -1.00470 -0.23315  -0.14
H 0.14927 -1.13093 1.99606  0.30
H -2.17712 -1.36679 0.53667  0.28
H 1.24969 0.78071 0.82918  0.33
H -1.23594 0.96537 -1.04358  0.26
H 0.61283 1.38463 -1.43027  0.31
H -0.15960 2.42359 -0.30739  0.35
H 1.29989 -1.56177 -0.18396  0.27
H -0.03698 -1.29384 -1.01477  0.29